No. 1
Entry from OMol25: a 2-piece molecular cluster, C4H5F3O overall in a non-equilibrium geometry (the ωB97M-V functional and the def2-TZVPD basis).

Structure (ORCA input):
```
! wB97M-V def2-TZVPD RIJCOSX def2/J DEFGRID3
* xyz 0 1
C 3.261 0.233 -0.849
C -1.407 -1.136 -0.353
C -0.511 0.869 0.937
C -1.142 -0.257 0.846
O 2.678 1.334 -0.601
F 2.259 -0.738 -1.165
F -0.112 1.425 -0.223
F -1.598 -0.838 2.042
H -1.248 -2.224 -0.068
H -2.496 -1.018 -0.536
H -0.863 -0.719 -1.222
H -0.504 1.639 1.696
H 1.685 1.429 -0.505
*
```

Values from the calculation:
HOMO-LUMO gap (eV): 11.006
Maximum force (eV/A): 3.70
LUMO (eV): 0.765
HOMO level (Ha): -0.376
E_tot (eV): -14425.7424



No. 2
Entry from OMol25: a 2-piece molecular cluster, C4H5F3O overall in a non-equilibrium geometry (the ωB97M-V functional and the def2-TZVPD basis).

Structure (ORCA input):
```
! wB97M-V def2-TZVPD RIJCOSX def2/J DEFGRID3
* xyz 0 1
C 1.081 1.649 -0.805
C 0.969 0.598 0.005
C -1.448 -1.058 0.594
C 0.902 -0.855 -0.149
O -2.109 -0.060 -0.068
F 0.768 0.798 1.371
F 1.672 -1.602 0.728
F 1.002 -1.394 -1.387
H 0.867 2.617 -0.479
H 0.984 1.353 -1.890
H -1.180 -0.914 1.596
H -1.391 -1.930 0.007
H -2.120 0.799 0.478
*
```

Values from the calculation:
HOMO-LUMO gap (spin up / spin down) (eV): 7.834 / 8.437
Maximum force (eV/A): 4.01
LUMO (spin up / spin down) (eV): -0.057 / 0.321
HOMO level (spin up / spin down) (Ha): -0.290 / -0.298
E_tot (eV): -14424.7028



No. 3
Entry from OMol25: the molecule C4H5FN2 in a non-equilibrium geometry (the ωB97M-V functional and the def2-TZVPD basis).

Structure (ORCA input):
```
! wB97M-V def2-TZVPD RIJCOSX def2/J DEFGRID3
* xyz 0 1
C -1.573 -0.076 -0.102
C -1.128 1.221 -0.177
C -0.709 -1.256 -0.071
C 2.178 0.209 0.317
H -1.836 2.027 -0.264
H -0.044 1.360 -0.354
H -1.128 -2.250 -0.036
H 2.416 -0.308 1.305
H 2.784 1.034 -0.012
N 0.581 -1.372 -0.235
N 1.318 -0.198 -0.506
F -2.857 -0.391 0.134
*
```

Values from the calculation:
HOMO-LUMO gap (eV): 9.524
Maximum force (eV/A): 2.75
LUMO (eV): 0.093
HOMO level (Ha): -0.347
SMILES string: C=N/N=C\C(=C)F
E_tot (eV): -9923.8035



No. 4
Entry from OMol25: the molecule C4H5FN2O in a non-equilibrium geometry (the ωB97M-V functional and the def2-TZVPD basis).

Structure (ORCA input):
```
! wB97M-V def2-TZVPD RIJCOSX def2/J DEFGRID3
* xyz 0 1
C 2.811 -0.426 -0.016
C 0.631 0.418 0.058
C -0.552 1.203 0.164
C -1.585 0.115 -0.042
H 3.844 -0.262 -0.500
H 2.179 -1.361 -0.450
H 2.981 -0.717 1.118
H 2.169 1.563 0.169
H -0.797 2.220 -0.144
N 1.949 0.698 -0.153
N -1.184 -1.110 0.040
O 0.356 -0.850 0.022
F -2.933 0.043 -0.062
*
```

Values from the calculation:
HOMO-LUMO gap (eV): 9.547
Maximum force (eV/A): 3.93
LUMO (eV): 0.722
HOMO level (Ha): -0.324
SMILES string: CNc1cc(F)no1
E_tot (eV): -11970.8171



No. 5
Entry from OMol25: the molecule C4H5FN2O in a non-equilibrium geometry (the ωB97M-V functional and the def2-TZVPD basis).

Structure (ORCA input):
```
! wB97M-V def2-TZVPD RIJCOSX def2/J DEFGRID3
* xyz 0 1
C 1.148 1.161 -0.050
C 1.411 -0.390 0.120
C 0.524 -1.291 -0.620
C -2.339 -0.065 0.542
H 1.182 1.519 1.146
H 2.105 1.594 -0.511
H 0.999 -2.158 -1.202
H -2.566 0.794 1.319
H -3.220 -0.564 0.016
N -0.786 -1.146 -0.700
N -1.124 -0.224 0.188
O 2.547 -0.725 0.523
F 0.119 1.498 -0.772
*
```

Values from the calculation:
HOMO-LUMO gap (eV): 8.608
Maximum force (eV/A): 5.90
LUMO (eV): -0.919
HOMO level (Ha): -0.350
SMILES string: C=N/N=C\C(=O)CF
E_tot (eV): -11970.2181



No. 6
Entry from OMol25: the molecule C4H5FN2O in a non-equilibrium geometry (the ωB97M-V functional and the def2-TZVPD basis).

Structure (ORCA input):
```
! wB97M-V def2-TZVPD RIJCOSX def2/J DEFGRID3
* xyz 0 1
C -1.185 -1.403 -0.185
C 0.608 -0.269 0.935
C -2.225 0.566 0.348
C 1.806 0.424 0.418
N -0.159 -0.861 0.298
N -2.306 -0.585 -0.278
O 1.505 1.322 -0.639
F -3.335 1.240 -0.065
H -1.189 -2.402 -0.544
H 2.357 0.996 1.124
H 2.275 -0.434 -0.102
H -3.009 -0.881 -0.856
H 0.790 1.831 -0.313
*
```

Values from the calculation:
HOMO-LUMO gap (eV): 8.220
Maximum force (eV/A): 5.09
LUMO (eV): 0.492
HOMO level (Ha): -0.284
E_tot (eV): -11968.8943



No. 7
Entry from OMol25: C4H5FN2O4S2 as an isolated structure in a non-equilibrium geometry (the ωB97M-V functional and the def2-TZVPD basis).

Structure (ORCA input):
```
! wB97M-V def2-TZVPD RIJCOSX def2/J DEFGRID3
* xyz 0 1
C -1.975 -0.828 -0.316
C -0.805 -1.500 -0.145
C 0.412 -0.557 -0.173
C -0.099 0.838 0.232
N 0.606 2.028 -0.595
N -0.672 -2.898 -0.273
O -1.718 -3.513 -0.427
O 0.448 -3.395 -0.251
O -0.609 -0.342 2.507
O -0.483 2.160 2.485
F 1.525 0.923 2.398
S -1.870 0.921 -0.165
S -0.101 0.890 2.020
H -2.906 -1.328 -0.183
H 1.281 -0.962 0.410
H 0.461 -0.525 -1.212
H 1.635 2.102 -0.386
H 0.103 2.926 -0.422
*
```

Values from the calculation:
HOMO-LUMO gap (eV): 8.564
Maximum force (eV/A): 3.20
LUMO (eV): -1.192
HOMO level (Ha): -0.359
E_tot (eV): -39782.4690



No. 8
Entry from OMol25: C4H5FN2S as an isolated structure in a non-equilibrium geometry (the ωB97M-V functional and the def2-TZVPD basis).

Structure (ORCA input):
```
! wB97M-V def2-TZVPD RIJCOSX def2/J DEFGRID3
* xyz 0 1
C -0.026 -0.903 -1.526
C -0.899 -1.102 0.650
C -0.268 0.084 0.494
C -0.148 1.153 1.605
H 0.989 0.000 -3.232
H -1.474 -1.632 1.448
H -1.168 1.261 2.454
H 0.862 0.700 2.246
H 1.306 1.026 -0.631
N -0.610 -1.751 -0.602
N 0.269 0.212 -0.743
F 0.141 2.369 0.832
S 1.025 -1.415 -2.996
*
```

Values from the calculation:
HOMO-LUMO gap (eV): 8.669
Maximum force (eV/A): 6.22
LUMO (eV): 0.126
HOMO level (Ha): -0.314
E_tot (eV): -20757.3543



No. 9
Entry from OMol25: the molecule C4H5FO in a non-equilibrium geometry (the ωB97M-V functional and the def2-TZVPD basis).

Structure (ORCA input):
```
! wB97M-V def2-TZVPD RIJCOSX def2/J DEFGRID3
* xyz 0 1
C 0.829 0.266 0.344
C 1.534 1.340 0.583
C -0.582 0.048 0.800
C -1.274 -0.659 -0.309
H 2.533 1.443 0.248
H 1.151 2.174 1.134
H -1.099 1.027 0.947
H -0.572 -0.590 1.692
H -0.901 -1.789 -0.489
O -2.090 -0.216 -1.101
F 1.397 -0.723 -0.359
*
```

Values from the calculation:
HOMO-LUMO gap (eV): 10.738
Maximum force (eV/A): 3.66
LUMO (eV): 0.868
HOMO level (Ha): -0.363
SMILES string: C=C(F)CC=O
E_tot (eV): -8992.5681



No. 10
Entry from OMol25: the molecule C4H5FO in a non-equilibrium geometry (the ωB97M-V functional and the def2-TZVPD basis).

Structure (ORCA input):
```
! wB97M-V def2-TZVPD RIJCOSX def2/J DEFGRID3
* xyz 0 1
C 0.790 0.442 0.495
C 0.287 0.218 -0.936
C -0.817 -0.752 -0.286
C -0.418 -0.207 1.045
H 1.797 0.057 0.686
H 0.980 -0.067 -1.727
H -0.222 1.088 -1.375
H -1.787 -0.454 -0.695
H -0.763 -1.865 -0.322
O -0.770 -0.212 2.203
F 0.922 1.754 0.913
*
```

Values from the calculation:
HOMO-LUMO gap (eV): 10.480
Maximum force (eV/A): 2.79
LUMO (eV): 0.437
HOMO level (Ha): -0.369
SMILES string: O=C1CC[C@H]1F
E_tot (eV): -8992.4713



No. 11
Entry from OMol25: the molecule C4H5FO2 (the ωB97M-V functional and the def2-TZVPD basis).

Structure (ORCA input):
```
! wB97M-V def2-TZVPD RIJCOSX def2/J DEFGRID3
* xyz 0 1
C -1.890 0.840 0.415
C -0.633 0.039 0.478
C 0.378 0.046 -0.393
C 1.579 -0.778 -0.257
H -1.993 1.478 1.315
H -1.862 1.463 -0.474
H -2.762 0.167 0.393
H 0.306 0.716 -1.257
H 3.209 -1.121 -1.124
O 2.426 -0.544 -1.290
O 1.846 -1.552 0.627
F -0.605 -0.753 1.567
*
```

Values from the calculation:
HOMO-LUMO gap (eV): 10.958
Maximum force (eV/A): 0.92
LUMO (eV): 0.778
HOMO level (Ha): -0.374
SMILES string: C/C(F)=C/C(=O)O
E_tot (eV): -11041.4858



No. 12
Entry from OMol25: the molecule C4H5FS in a non-equilibrium geometry (the ωB97M-V functional and the def2-TZVPD basis).

Structure (ORCA input):
```
! wB97M-V def2-TZVPD RIJCOSX def2/J DEFGRID3
* xyz 0 1
C -0.022 -0.954 1.372
C 0.096 -0.323 0.128
C 0.040 0.243 -0.926
C 0.145 0.838 -2.322
H -0.794 -0.466 3.681
H 1.065 -0.993 1.791
H -0.486 -1.939 1.517
H -0.796 0.802 -2.886
H 0.842 0.281 -2.934
F 0.491 2.138 -2.084
S -0.580 0.374 2.664
*
```

Values from the calculation:
HOMO-LUMO gap (eV): 9.936
Maximum force (eV/A): 5.11
LUMO (eV): 0.789
HOMO level (Ha): -0.336
SMILES string: FCC#CCS
E_tot (eV): -17778.8916



Asked for energy relative to the best compared isomer or geometry (same formula, charge and spin) across the records above, the calculation gives 2.3019, 3.3415, 3.0008, 3.2258, 3.8247, 5.1485, 0.0000, 4.6359, 0.4615, 0.5582, 0.0000, 2.1422 eV in order.
Asked for M across the records above, the calculation gives 126.08, 126.08, 100.10, 116.09, 116.09, 116.09, 228.23, 132.16, 88.08, 88.08, 104.08, 104.15 g mol⁻¹ in order.